Formula: C10H6MnN2S2
Source: the Open Molecules 2025 dataset
Level of theory: the ωB97M-V functional and the def2-TZVPD basis

Geometry as ORCA input:
```
! wB97M-V def2-TZVPD RIJCOSX def2/J DEFGRID3
* xyz 0 6
Mn 0.01194 0.44240 -0.42575
C 1.98462 1.67477 -0.52277
C 2.62262 0.72564 0.29266
C 2.10934 0.42728 1.54369
C 0.95949 1.08395 2.00275
C 0.37872 2.10003 1.24545
C 0.89214 2.40985 -0.02722
H 2.44655 1.96021 -1.45775
H 3.50428 0.21659 -0.07096
H 2.58488 -0.31764 2.16548
H 0.57744 0.86774 2.99025
H -0.42268 2.69479 1.66007
H 0.53090 3.27547 -0.56497
S -2.25734 0.33189 -0.80190
C -2.46484 -1.38129 -1.03332
C -3.80075 -1.81831 -1.26224
N -4.89112 -2.14434 -1.43236
C -1.43684 -2.27624 -1.00483
S 0.21999 -1.82062 -0.72276
C -1.68297 -3.66317 -1.21069
N -1.86637 -4.78900 -1.36284
*
```

Summary:
E_tot: -2441.53431 a.u.
Kohn-Sham gap (spin up / spin down): 6.9 / 6.3 eV
LUMO (spin up / spin down): -0.8 / -1.7 eV
HOMO energy (spin up / spin down): -7.77 / -7.98 eV


Formula: C10H6N2O3Sn
Source: the Open Molecules 2025 dataset
Level of theory: the ωB97M-V functional and the def2-TZVPD basis

Geometry as ORCA input:
```
! wB97M-V def2-TZVPD RIJCOSX def2/J DEFGRID3
* xyz 2 1
O 0.00168 2.57043 -3.53546
C 0.00168 1.48983 -3.15336
Sn 0.00118 -0.23197 -2.54466
C 1.49208 -1.09357 -3.15286
C -1.49012 -1.09217 -3.15406
O 2.42778 -1.63437 -3.53466
O -2.42592 -1.63197 -3.53676
N -0.00172 -1.86837 1.35134
C -0.00052 -1.86787 -0.00046
N 0.00038 -0.61347 -0.51346
C -0.00032 0.19903 0.55894
C 0.00088 1.59083 0.61754
C 0.00038 2.18583 1.89594
C -0.00092 1.38533 3.06374
C -0.00152 -0.01737 2.96724
C -0.00102 -0.57077 1.69104
H -0.00212 -2.69877 1.98474
H -0.00092 -2.76777 -0.60266
H 0.00198 2.19523 -0.27906
H 0.00098 3.26333 1.98744
H -0.00142 1.85253 4.03984
H -0.00252 -0.64397 3.84974
*
```

Summary:
E_tot: -933.25525 a.u.
Kohn-Sham gap (spin up / spin down): 5.8 / 5.8 eV
LUMO (spin up / spin down): -9.8 / -9.8 eV
HOMO energy (spin up / spin down): -15.57 / -15.57 eV